Entry 1:
Below is C20H28N6P2Sc as an isolated structure, with properties calculated with ωB97M-V with the def2-TZVPD basis set.

Structure (XYZ):
```
57
Properties=species:S:1:pos:R:3:nbo_charge:R:1
C -1.5845 2.9534 -3.0423 -0.204
C -1.3860 1.6119 -2.6642 -0.101
C -0.0533 1.0954 -2.7773 0.236
C 0.9299 2.0661 -2.3660 -0.163
C 0.7474 3.4280 -2.6753 -0.190
C -0.4894 3.8186 -3.1862 -0.264
C 2.0275 1.5497 -1.5393 -0.150
C 2.4888 0.2700 -2.0976 -0.141
C 1.4525 -0.6417 -2.5054 0.197
C 1.7500 -2.0034 -2.1177 0.005
C 3.0946 -2.4199 -2.1803 -0.223
C 4.1195 -1.4725 -2.3071 -0.251
C 3.8430 -0.1298 -2.0658 -0.184
H -2.6051 3.3157 -3.1991 0.218
H 1.5446 4.1707 -2.4877 0.219
H -0.6478 4.8374 -3.5867 0.223
H 2.8569 2.2661 -1.4171 0.236
H 3.2964 -3.4845 -2.1376 0.218
H 5.1474 -1.8114 -2.4709 0.221
H 4.6278 0.5960 -1.8168 0.218
N 0.2527 -0.2109 -2.9973 -0.542
Sc 0.6385 0.5044 1.1735 1.610
C -2.3466 0.8468 -1.7799 -0.645
H -2.4777 -0.1955 -2.1054 0.256
H -3.3123 1.3591 -1.7195 0.236
C 0.7243 -2.7423 -1.2793 -0.707
H -0.2661 -2.7907 -1.7554 0.256
H 1.0585 -3.7611 -1.0722 0.237
P -1.7620 0.7705 0.0249 0.718
P 0.4817 -2.0125 0.4168 0.783
C 1.6251 -2.9858 1.4532 -0.937
H 1.3161 -2.8557 2.5010 0.231
H 1.5779 -4.0449 1.1827 0.243
H 2.6324 -2.5938 1.3080 0.255
C -1.0200 -3.0051 0.8659 -0.942
H -0.7457 -4.0590 0.9837 0.240
H -1.4117 -2.6414 1.8254 0.222
H -1.7904 -2.9190 0.0960 0.235
C -2.3558 2.3864 0.6705 -0.934
H -3.4173 2.5016 0.4099 0.246
H -2.2580 2.3914 1.7671 0.221
H -1.7681 3.2140 0.2564 0.260
C -3.0669 -0.2560 0.7816 -0.929
H -2.7671 -0.5059 1.8095 0.231
H -3.9996 0.3197 0.8159 0.243
H -3.2175 -1.1749 0.2072 0.254
H 1.5673 1.2955 -0.2219 -0.211
H 1.9335 -0.4968 0.5534 -0.415
N -2.0193 -0.6136 5.3981 -0.572
N -1.1740 0.2432 4.7140 0.192
N -0.2706 0.9710 5.4082 -0.206
C 0.5865 1.3195 4.4548 0.190
N 0.3065 0.7749 3.2572 -0.476
N -0.8137 0.0110 3.4435 -0.037
H -2.8617 -0.8089 4.8681 0.405
H -2.1903 -0.1848 6.3119 0.414
H 1.4514 1.9343 4.6127 0.251
```

Properties
**Lowest unoccupied orbital energy (alpha / beta)**: -4.3 / -4.3 eV
**HOMO energy (alpha / beta)**: -8.83 / -8.83 eV
**M**: 459.39 u
**DFT total energy**: -2550.437502 a.u.
**Spin multiplicity**: 1
**Charge**: +1
**Orbital gap (alpha / beta)**: 4.51 / 4.51 eV


Entry 2:
Below is C20H28N6PdSbTe as an isolated structure, with properties calculated with ωB97M-V with the def2-TZVPD basis set.

Structure (XYZ):
```
57
Properties=species:S:1:pos:R:3:nbo_charge:R:1
Pd -0.0598 0.5823 1.4631 0.259
N 0.6013 4.1874 1.3081 -0.763
C -0.6801 3.9908 0.9574 0.608
N -1.3648 5.0248 0.4845 -0.565
C -2.6253 4.7538 0.1379 0.603
N -3.3698 5.7546 -0.3334 -0.750
N -3.2118 3.5364 0.2213 -0.556
C -2.4324 2.5961 0.7078 0.445
N -1.1703 2.7411 1.1001 -0.639
C -3.0255 1.2263 0.8196 0.154
C -4.3911 1.0381 0.6798 -0.193
C -4.9086 -0.2386 0.8199 -0.138
C -4.0448 -1.2877 1.0905 -0.231
C -2.6926 -1.0188 1.2040 0.047
N -2.1870 0.2100 1.0694 -0.489
H 0.9531 5.1285 1.3327 0.418
H 1.0805 3.4655 1.8162 0.407
H -2.9770 6.6764 -0.3993 0.418
H -4.3240 5.5831 -0.5933 0.415
H -5.0154 1.8940 0.4728 0.259
H -5.9721 -0.4113 0.7255 0.238
H -4.4055 -2.2987 1.2142 0.241
H -1.9815 -1.8080 1.4112 0.213
Te 2.3148 0.4873 2.1015 0.198
C 2.7096 -1.5852 2.1909 -0.263
C 4.0264 -2.0250 2.1148 -0.249
C 4.3093 -3.3824 2.1744 -0.195
C 3.2795 -4.3046 2.2949 -0.223
C 1.9654 -3.8668 2.3781 -0.146
C 1.6794 -2.5088 2.3383 -0.283
H 4.8339 -1.3111 2.0037 0.222
H 5.3362 -3.7193 2.1213 0.226
H 3.5018 -5.3625 2.3355 0.225
H 1.1623 -4.5839 2.4931 0.210
H 0.6576 -2.1614 2.4375 0.214
C 3.6577 -1.0339 -1.1622 -0.629
C 2.5670 -0.1716 -1.7754 -0.739
Sb 0.7056 -0.2250 -0.7452 1.417
C 0.0784 -2.2500 -0.9817 -0.759
C 0.3545 -2.8309 -2.3628 -0.626
C -0.5575 0.8867 -2.0681 -0.750
C -0.1051 0.9179 -3.5216 -0.625
H 4.5376 -1.0354 -1.8067 0.230
H 3.3366 -2.0700 -1.0355 0.210
H 3.9560 -0.6563 -0.1860 0.223
H 2.3170 -0.5019 -2.7862 0.231
H 2.8606 0.8769 -1.8424 0.240
H -0.9881 -2.2572 -0.7502 0.226
H 0.5896 -2.8123 -0.1980 0.244
H -0.1801 -2.2899 -3.1442 0.208
H 0.0315 -3.8718 -2.4066 0.233
H 1.4177 -2.8104 -2.6053 0.212
H -0.6143 1.8914 -1.6461 0.233
H -1.5500 0.4411 -1.9640 0.229
H 0.8688 1.3949 -3.6315 0.214
H -0.8163 1.4866 -4.1220 0.232
H -0.0391 -0.0814 -3.9524 0.208
```

Properties
**Lowest unoccupied orbital energy (alpha / beta)**: -3.6 / -3.6 eV
**HOMO energy (alpha / beta)**: -10.33 / -10.33 eV
**M**: 708.27 u
**DFT total energy**: -1743.465639 a.u.
**Spin multiplicity**: 1
**Charge**: +1
**Orbital gap (alpha / beta)**: 6.76 / 6.76 eV
**ΔE to the lowest compared entry with this formula, charge and spin**: 14.39 kcal/mol


Entry 3:
Below is C20H28NO2SeSr as an isolated structure, with properties calculated with ωB97M-V with the def2-TZVPD basis set.

Structure (XYZ):
```
53
Properties=species:S:1:pos:R:3:lowdin_charge:R:1
O -0.1118 0.0603 0.4835 -0.397
C 0.9225 -0.5010 -0.3807 -0.106
C 0.4278 0.4072 -1.5016 -0.050
H 0.7461 -1.5734 -0.5042 0.128
H 1.9332 -0.3184 0.0064 0.119
C -0.7242 0.8210 -0.5524 -0.560
H 0.1096 -0.1006 -2.4060 0.096
H 1.1044 1.2334 -1.7170 0.120
C -2.0521 0.1966 -0.9041 -0.010
H -1.9762 -0.8963 -0.9212 0.097
H -2.3617 0.5407 -1.9013 0.091
H -2.8352 0.4801 -0.1897 0.082
C -0.8297 2.2839 -0.2095 -0.002
H 0.1576 2.7365 -0.0717 0.085
H -1.4160 2.4369 0.7082 0.087
H -1.3407 2.8099 -1.0302 0.096
Sr 0.0748 -0.1356 2.5443 1.588
C 0.9388 1.6234 4.3396 -0.225
C 1.9496 0.5722 4.2295 -0.213
C 2.4101 0.5682 2.9195 -0.297
H 2.0900 -0.2459 4.9805 0.109
C 1.7751 1.6595 2.2301 -0.317
C 0.8319 2.2644 3.0902 -0.235
H 0.1663 3.1014 2.8579 0.097
H 0.3142 1.8918 5.2339 0.109
H 3.0871 -0.1637 2.4927 0.081
H 1.9467 1.9093 1.1883 0.066
C -1.4661 -0.4284 4.6288 -0.442
C -2.0162 0.7453 3.9778 -0.145
C -2.3883 0.3883 2.7027 -0.262
H -1.9537 1.7392 4.4370 0.113
C -2.1867 -1.0492 2.5372 -0.317
C -1.6609 -1.5693 3.7071 -0.198
H -1.2839 -2.5789 3.9196 0.090
H -1.2489 -0.6043 5.7674 0.079
H -2.7633 1.0735 1.9531 0.068
H -2.2922 -1.5974 1.6070 0.073
O 0.7024 -1.6674 -4.5838 -0.159
C 0.2539 -0.5657 -5.4148 -0.213
C 0.4130 -0.9587 -6.8864 -0.171
H 0.8716 0.3301 -5.1876 0.120
H -0.7861 -0.3298 -5.1366 0.117
C 1.6279 -1.9028 -6.8171 -0.172
H 0.5588 -0.1083 -7.5405 0.105
H -0.4690 -1.5252 -7.2093 0.113
C 1.3944 -2.5985 -5.4708 -0.194
H 2.5475 -1.3059 -6.7658 0.113
H 1.6890 -2.5925 -7.6496 0.104
H 2.3275 -2.9118 -4.9793 0.116
H 0.7671 -3.5029 -5.6132 0.118
Se 0.0133 0.0029 7.8569 0.576
C 0.0572 -0.0096 6.2187 -0.995
N -0.0463 -0.1342 4.9263 -0.275
```

Properties
**Lowest unoccupied orbital energy (alpha / beta)**: 1.9 / 1.9 eV
**HOMO energy (alpha / beta)**: -0.92 / -1.05 eV
**M**: 481.03 u
**DFT total energy**: -3415.874713 a.u.
**Spin multiplicity**: 1
**Charge**: -1
**Orbital gap (alpha / beta)**: 2.85 / 2.97 eV
**ΔE to the lowest compared entry with this formula, charge and spin**: 182.90 kcal/mol


Entry 4:
Below is one molecule with the formula C20H28O5, with properties calculated with ωB97M-V with the def2-TZVPD basis set.

Structure (XYZ):
```
53
Properties=species:S:1:pos:R:3:nbo_charge:R:1
C -0.4320 2.9836 3.5579 -0.406
C -0.0360 2.5583 2.3736 -0.154
C 1.3341 2.7726 1.8058 -0.466
C 2.0095 1.4414 1.5966 -0.062
C 2.8080 0.8944 2.5825 -0.196
C 3.4215 -0.3449 2.4309 -0.034
C 3.2234 -1.0279 1.2436 -0.199
C 2.4257 -0.5032 0.2390 -0.316
C 1.7977 0.7234 0.4089 0.372
O 0.9835 1.3079 -0.5125 -0.533
C 0.5825 0.5547 -1.6374 -0.081
C -0.5819 1.2895 -2.2946 -0.418
H -0.8175 0.8023 -3.2416 0.206
H -0.2578 2.3097 -2.5121 0.219
C -1.8266 1.3742 -1.4075 -0.382
H -2.5167 2.0789 -1.8747 0.218
H -1.5271 1.7854 -0.4436 0.230
C -2.5955 0.0546 -1.1723 -0.420
C -2.3108 -0.9832 -2.2541 0.826
O -1.4378 -1.8088 -2.2106 -0.609
O -3.1785 -0.8588 -3.2542 -0.505
C -3.0461 -1.7654 -4.3535 -0.077
C -1.9754 -1.3062 -5.3326 -0.636
H -0.9985 -1.3290 -4.8554 0.221
H -1.9604 -1.9711 -6.1913 0.220
H -2.1839 -0.2941 -5.6720 0.211
H -2.8024 -2.7586 -3.9634 0.201
H -4.0307 -1.7800 -4.8242 0.193
C -2.3507 -0.6319 0.1707 0.818
O -3.1899 -1.3193 0.6926 -0.598
O -1.1508 -0.3935 0.6740 -0.517
C -0.8078 -1.0613 1.8931 -0.079
C -0.3082 -2.4710 1.6210 -0.634
H -0.0296 -2.9437 2.5583 0.216
H 0.5601 -2.4385 0.9684 0.217
H -1.0897 -3.0579 1.1444 0.223
H -1.6917 -1.0859 2.5387 0.201
H -0.0263 -0.4467 2.3445 0.204
H -3.6706 0.2542 -1.2152 0.258
H 1.4155 0.4709 -2.3516 0.175
H 0.2707 -0.4497 -1.3373 0.208
H 2.3025 -1.0611 -0.6760 0.223
H 3.6963 -1.9875 1.0903 0.208
C 4.2799 -0.9036 3.5258 -0.625
H 5.1711 -0.2907 3.6593 0.216
H 4.5922 -1.9187 3.2942 0.213
H 3.7376 -0.9116 4.4702 0.215
H 2.9567 1.4483 3.4990 0.207
H 1.9262 3.3892 2.4840 0.212
H 1.2462 3.2781 0.8416 0.234
H -0.7041 1.9877 1.7433 0.197
H -1.4245 2.7945 3.9311 0.198
H 0.2186 3.5500 4.2047 0.187
```

Properties
**Lowest unoccupied orbital energy**: 0.8 eV
**SMILES**: C=CCc1cc(C)ccc1OCCCC(C(=O)OCC)C(=O)OCC
**HOMO energy**: -8.18 eV
**M**: 348.44 u
**DFT total energy**: -1155.110176 a.u.
**Spin multiplicity**: 1
**Charge**: 0
**Orbital gap**: 9.01 eV
**ΔE to the lowest compared entry with this formula, charge and spin**: 0.24 kcal/mol